Record 1
Molecular formula: C20H17N7OReS
Method: DFT, ωB97M-V/def2-TZVPD

Computed properties:
- ⟨S²⟩ = 0.792
- HOMO energy (alpha / beta) (Eh) = -0.52028 / -0.51213
- orbital gap (alpha / beta) (hartree) = 0.27454 / 0.23534

ORCA input file:
```
! wB97M-V def2-TZVPD RIJCOSX def2/J DEFGRID3
* xyz 2 2
Re -0.14618 0.47537 -0.34037
O -0.87971 2.22711 0.44762
N -2.11297 2.66828 0.16856
C -2.57413 3.72872 0.86349
C -3.80363 4.25669 0.57920
C -4.56968 3.69417 -0.44299
C -4.08878 2.59632 -1.12269
C -2.84548 2.06418 -0.79015
S -2.20555 0.64288 -1.55121
H -1.90552 4.10740 1.62167
H -4.15494 5.10198 1.15195
H -5.53254 4.11400 -0.69846
H -4.64963 2.12565 -1.91736
N -0.66815 -2.47528 -2.00454
C 0.58103 -2.04652 -2.16443
N 1.39929 -2.76335 -2.90371
C 2.64560 -2.31865 -3.05796
N 3.48917 -3.00743 -3.80167
N 3.10960 -1.17825 -2.47477
C 2.25447 -0.52748 -1.75637
N 0.95443 -0.87196 -1.56100
C 2.71429 0.66967 -1.02198
C 3.96325 1.22588 -1.20935
C 4.32713 2.31920 -0.43475
C 3.43759 2.80746 0.51134
C 2.19946 2.20757 0.64128
N 1.84046 1.16490 -0.11888
H -0.93491 -3.33234 -2.46165
H -1.33778 -1.95519 -1.46669
H 3.19130 -3.86071 -4.24440
H 4.43596 -2.68520 -3.90740
H 4.62395 0.79790 -1.94865
H 5.29804 2.77833 -0.56315
H 3.69289 3.64669 1.14200
H 1.46892 2.54986 1.36137
C -0.40845 -0.73309 1.02476
C -0.73695 -1.65892 2.00995
C 0.01936 -1.79159 3.19329
C -0.35111 -2.72044 4.13945
C -1.46628 -3.52727 3.93163
C -2.22292 -3.40727 2.76827
C -1.87197 -2.48281 1.81288
H 0.88649 -1.16030 3.33580
H 0.22612 -2.82191 5.04817
H -1.74873 -4.25158 4.68368
H -3.08985 -4.03652 2.61953
H -2.45296 -2.35617 0.90866
*
```



Record 2
Molecular formula: C20H18BaCl3O3
Method: DFT, ωB97M-V/def2-TZVPD

Computed properties:
- HOMO energy (Eh) = -0.14793
- orbital gap (hartree) = 0.18407
- relative energy (zero: lowest compared OMol25 entry of this formula, charge and spin) (eV) = 0.000

ORCA input file:
```
! wB97M-V def2-TZVPD RIJCOSX def2/J DEFGRID3
* xyz -1 1
C 1.71611 -0.38394 1.44184
C 2.33998 0.72517 0.81050
C 1.84851 1.91563 1.42127
H 3.11678 0.64609 0.05215
C 0.91321 1.53457 2.43138
C 0.83497 0.10911 2.44591
H 0.27015 -0.50489 3.14864
H 1.94222 -1.42541 1.23156
H 2.19232 2.92918 1.20827
H 0.40668 2.21041 3.12299
C -1.05476 -1.11294 -2.56722
C 0.08181 -1.64559 -1.89260
C -0.34244 -2.14990 -0.63320
H 1.09178 -1.73025 -2.28551
C -1.74569 -1.93220 -0.51991
C -2.18429 -1.27746 -1.71315
H -3.21483 -1.01410 -1.95644
H -1.05683 -0.73722 -3.59060
H 0.29297 -2.67535 0.07695
H -2.37788 -2.27739 0.29980
Ba -0.66491 0.96652 -0.15605
O -2.08616 2.93559 0.07667
C -1.71151 4.28139 -0.29272
C -2.71702 4.34765 0.80958
H -0.67919 4.56039 -0.02337
H -2.06690 4.59702 -1.28466
H -2.35367 4.43632 1.83552
H -4.27920 5.84158 2.35570
C -4.78063 5.55899 1.42832
C -4.10429 4.68953 0.53335
C -4.76192 4.31665 -0.66195
H -4.26947 3.63500 -1.35948
C -6.02602 4.82677 -0.95721
H -6.52153 4.53183 -1.88343
C -6.66387 5.71861 -0.08398
H -7.64644 6.12795 -0.33102
C -6.02947 6.08377 1.11277
H -6.51244 6.78409 1.79637
Cl 5.93583 -3.98860 -1.83420
C 5.07730 -2.70177 -1.00576
Cl 4.96446 -3.04556 0.74159
Cl 5.88656 -1.14465 -1.28834
C 3.50483 -2.56807 -1.54323
O 3.14909 -3.50893 -2.26006
O 2.92837 -1.53823 -1.12187
*
```



Record 3
Molecular formula: C20H18Br2ClI2OsP
Method: DFT, ωB97M-V/def2-TZVPD

Computed properties:
- ⟨S²⟩ = 6.047
- HOMO energy (alpha / beta) (Eh) = -0.77136 / -0.76736
- orbital gap (alpha / beta) (hartree) = 0.27445 / 0.18063

ORCA input file:
```
! wB97M-V def2-TZVPD RIJCOSX def2/J DEFGRID3
* xyz 4 5
Os 0.65510 -0.49207 -2.25520
Cl -1.45038 0.02864 -2.93994
C -2.50291 0.33684 -1.57786
C -3.82879 0.62601 -1.82064
C -4.67093 0.80561 -0.72554
C -4.18343 0.68849 0.56932
C -2.84053 0.40180 0.79077
C -1.97357 0.23879 -0.28858
P -0.20458 -0.08875 -0.08086
C -0.15587 -1.26742 1.32020
C 0.16785 -0.86940 2.59416
C -0.04132 -1.76579 3.66785
C -0.51298 -3.08651 3.43511
C -0.85507 -3.48335 2.16576
C -0.65417 -2.59799 1.09796
C 0.68816 1.41282 0.38206
C 2.01657 1.27387 0.83359
C 2.72352 2.38893 1.24190
C 2.12485 3.64683 1.13673
C 0.80655 3.78239 0.70278
C 0.08975 2.67562 0.27767
H -4.21815 0.70444 -2.82897
H -5.71783 1.02390 -0.89318
H -4.85024 0.82236 1.41079
H -2.47353 0.31244 1.80599
H 0.52338 0.13082 2.79731
H 0.12976 -1.42423 4.68399
H -0.59607 -3.78241 4.26286
H -1.24621 -4.47667 1.98552
H -0.86817 -2.93626 0.08924
H 2.49813 0.30095 0.85326
H 3.73432 2.29385 1.61529
H 2.70905 4.53147 1.36049
H 0.32603 4.75241 0.72007
H -0.92986 2.79546 -0.06934
Br 2.55171 -3.37099 0.92956
C 3.30642 -3.25617 -0.81968
Br 2.91983 -1.50666 -1.69398
H 2.90486 -4.02589 -1.46841
H 4.39197 -3.27107 -0.75989
I 1.77222 2.15722 -3.16473
C 2.00219 1.26022 -5.10261
I 1.24000 -0.75510 -5.07345
H 3.06038 1.22703 -5.34307
H 1.43200 1.83756 -5.82432
*
```



Record 4
Molecular formula: C20H18BrN4ORuS4
Method: DFT, ωB97M-V/def2-TZVPD

Computed properties:
- ⟨S²⟩ = 0.755
- HOMO energy (alpha / beta) (Eh) = -0.25906 / -0.25859
- orbital gap (alpha / beta) (hartree) = 0.24754 / 0.22351
- relative energy (zero: lowest compared OMol25 entry of this formula, charge and spin) (eV) = 0.881

ORCA input file:
```
! wB97M-V def2-TZVPD RIJCOSX def2/J DEFGRID3
* xyz 0 2
Ru -0.36724 -0.07076 -0.20528
C -0.21304 -1.45069 3.81360
C -0.46418 -1.21919 2.36385
N -0.17728 -0.12615 1.74079
N 0.36188 0.95805 2.36900
C 0.61778 1.90815 1.47538
O 0.38751 1.84870 0.21966
C 1.24953 3.15172 1.99958
C 1.65736 3.25177 3.32737
C 2.24921 4.41754 3.78589
C 2.43496 5.49120 2.92476
C 2.02976 5.39450 1.60109
C 1.44116 4.22755 1.13897
C -1.06131 -2.24543 1.49454
C -1.46265 -3.48802 1.96480
C -2.08597 -4.37597 1.10487
C -2.30455 -3.99903 -0.20857
C -1.85597 -2.75660 -0.62218
N -1.24273 -1.90133 0.19134
H 0.19206 -0.54488 4.25495
H 0.51284 -2.25835 3.94159
H -1.12863 -1.72949 4.33925
H 1.50827 2.40758 3.98534
H 2.56921 4.48922 4.81752
H 2.89826 6.40103 3.28507
H 2.17615 6.22869 0.92689
H 1.12738 4.13007 0.10891
H -1.28160 -3.75001 2.99733
H -2.39405 -5.35116 1.45732
H -2.78932 -4.65803 -0.91443
H -1.97124 -2.43021 -1.64808
C 0.42759 -1.13511 -5.69241
C -0.35876 -0.41740 -4.63251
C -1.44129 0.39984 -4.93395
C -2.14309 1.03214 -3.91821
C -1.71113 0.81577 -2.62938
Br -2.57924 1.54623 -1.11416
N -0.67304 0.05427 -2.30501
C -0.01376 -0.55819 -3.29463
H 0.07245 -0.87343 -6.68765
H 0.34322 -2.21606 -5.57423
H 1.48588 -0.88111 -5.62938
H -1.74244 0.54201 -5.96438
H -2.99403 1.66714 -4.11455
H 0.82567 -1.17114 -2.98585
S 2.58680 -1.66742 1.14992
S 2.23566 -3.78598 1.20392
S 1.34510 -4.32226 -0.40664
S 1.72085 -0.97977 -0.50202
*
```



Record 5
Molecular formula: C20H18Cl2N4O4
Method: DFT, ωB97M-V/def2-TZVPD

Computed properties:
- SMILES = CC(C)(C#Cc1c(Cl)cc(N2CCOc3ncnc(N)c3C2=O)cc1Cl)CC(=O)O
- HOMO energy (Eh) = -0.32013
- orbital gap (hartree) = 0.32513
- relative energy (zero: lowest compared OMol25 entry of this formula, charge and spin) (eV) = 1.457

ORCA input file:
```
! wB97M-V def2-TZVPD RIJCOSX def2/J DEFGRID3
* xyz 0 1
O -3.28566 1.14799 1.42656
O 5.19427 -1.88986 -0.11160
Cl 0.66454 -1.92720 2.16725
Cl 1.13093 -0.17172 -2.94680
C 1.64548 -2.18114 -0.62853
C 2.28417 -3.21920 -0.75360
N -4.76602 5.24187 -0.19042
N -5.61954 4.52406 1.87728
O 6.05605 -3.82143 0.66116
O -3.09376 4.13330 -1.23510
C -2.89726 2.24314 0.96796
C 5.27264 -3.10848 -0.15952
C -5.59569 5.37165 0.85350
C -3.93041 4.20934 -0.16453
C -4.76169 3.57488 1.85925
C -0.49110 0.30210 1.24105
C -0.24003 1.08439 -0.99385
C 0.27733 -0.81492 0.91707
C 0.50914 -0.04951 -1.32676
C 0.79984 -1.03923 -0.38219
C -3.85171 3.33543 0.88583
C -0.78588 1.27188 0.26875
N -4.77472 2.87884 2.99548
N -1.60215 2.39300 0.47272
C 3.14892 -5.44490 0.19438
C 2.57679 -5.08927 -2.27013
C -1.67482 4.41935 -1.02033
C 4.54167 -3.87793 -1.27527
C -1.11744 3.78446 0.26607
C 3.12516 -4.41612 -0.97723
H 6.42241 -3.14093 1.24904
H -6.31191 6.19366 0.85938
H -0.91525 0.39732 2.19699
H -0.34840 1.81145 -1.75740
H -4.58162 1.88057 2.85049
H -5.59891 3.14309 3.54411
H 2.11687 -5.81901 0.37741
H 3.76559 -6.30893 -0.10309
H 3.58100 -4.98949 1.12469
H 1.59695 -5.49389 -2.07694
H 2.51637 -4.37967 -3.10136
H 3.23586 -5.95559 -2.59687
H -1.48482 5.52099 -1.00090
H -1.12034 4.02618 -1.87530
H 4.55233 -3.19861 -2.12880
H 5.20175 -4.74213 -1.54102
H -1.38351 4.38212 1.14200
H 0.01658 3.80807 0.21912
*
```



no.,electronic energy (eV)
1,-46446.37667
2,-65435.18087
3,-201550.00169
4,-145007.16594
5,-60226.66840